Record 1
C4H7NO2 | ωB97M-V with the def2-TZVPD basis set

## Properties
highest occupied orbital energy = -9.5 eV
energy above the lowest of the compared OMol25 structures with the same formula, charge and spin = 56.5 kcal/mol
spin multiplicity = 1
electronic energy = -9844.83064 eV
orbital gap = 9.550 eV
LUMO = 0.02 eV

Cartesian coordinates (Å):
C -1.6459 -0.9581 -0.1484
C -0.5524 -0.0359 -0.4700
C -0.0103 1.1755 0.2050
N 1.3667 0.8286 -0.0390
C 1.7540 -0.4147 0.4624
O 2.9169 -0.7133 0.6320
O 0.6424 -1.1008 0.6495
H -1.7815 -0.9875 0.9293
H -1.2852 -1.9356 -0.4878
H -2.5585 -0.7113 -0.6935
H -0.3695 0.0885 -1.5596
H -0.2678 1.1999 1.2710
H -0.2345 2.1479 -0.2523
H 2.0255 1.4168 -0.4986

Cartesian forces (eV/Å) of the 3 atoms listed first:
C -0.3 0.0 0.2
C 0.3 -0.8 0.7
C 0.1 -0.2 0.0



Record 2
C5H3Cl2IN2 | ωB97M-V with the def2-TZVPD basis set

## Properties
highest occupied orbital energy = -9.2 eV
spin multiplicity = 1
electronic energy = -41358.30693 eV
orbital gap = 9.397 eV
LUMO = 0.24 eV

Cartesian coordinates (Å):
C -1.9737 -0.2842 -0.2401
C -1.4736 0.9621 0.1333
C -1.0543 -1.3221 -0.3211
C 0.5634 0.1251 0.0467
C 2.0862 0.3814 0.1088
N -0.2032 1.1967 0.2551
N 0.2620 -1.1210 -0.2657
Cl 2.3592 0.6610 1.7983
Cl 2.5825 1.7389 -0.8903
I 3.1314 -1.3311 -0.6017
H -3.0399 -0.4677 -0.1837
H -2.0183 1.8293 0.5377
H -1.2215 -2.3684 -0.3774

Cartesian forces (eV/Å) of the 3 atoms listed first:
C -0.4 -0.5 1.0
C -1.1 0.6 0.7
C 0.1 0.4 -0.2



Record 3
C50H46BNO4PdSi | ωB97M-V with the def2-TZVPD basis set

## Properties
highest occupied orbital energy (alpha / beta) = -1.8 / -1.8 eV
energy above the lowest of the compared OMol25 structures with the same formula, charge and spin = 29.4 kcal/mol
spin multiplicity = 1
electronic energy = -74311.95884 eV
orbital gap (alpha / beta) = 6.083 / 6.085 eV
total charge = -2
LUMO (alpha / beta) = 4.32 / 4.32 eV

Cartesian coordinates (Å):
Pd 0.3975 -0.4781 -0.1152
C -2.2209 3.4975 3.3543
C -2.1192 2.9119 1.9586
C -3.0667 3.6245 1.0018
O -0.8032 3.0400 1.5049
C -0.4489 1.8974 0.7071
C -1.4337 0.7703 1.2408
O -2.3838 1.5235 2.0273
C -2.2811 -0.1592 0.2545
O -1.5292 -1.0887 -0.4619
C -3.2473 -1.0199 1.1056
C -3.1700 -1.1955 2.4814
C -3.9566 -2.1482 3.1275
C -4.8425 -2.9357 2.4122
C -4.9320 -2.7678 1.0324
C -4.1385 -1.8293 0.3946
C -3.0485 0.7358 -0.7271
C -4.3510 1.1781 -0.5211
C -5.0009 1.9541 -1.4756
C -4.3458 2.3145 -2.6459
C -3.0413 1.8802 -2.8585
C -2.4067 1.0843 -1.9137
C 1.1641 1.8482 0.8123
O 1.7733 1.0401 -0.1383
C 1.5787 3.3071 0.4888
C 1.9139 4.2489 1.4533
C 2.3565 5.5157 1.0883
C 2.4629 5.8623 -0.2529
C 2.1151 4.9293 -1.2234
C 1.6842 3.6609 -0.8529
C 1.6745 1.4644 2.2146
C 3.0445 1.2182 2.3123
C 3.6206 0.8233 3.5088
C 2.8323 0.6559 4.6429
C 1.4729 0.9016 4.5590
C 0.9024 1.3132 3.3573
H -1.9054 4.5422 3.3393
H -1.5870 2.9416 4.0432
H -3.2560 3.4347 3.6973
H -2.8867 4.6999 1.0682
H -4.1065 3.4092 1.2583
H -2.8860 3.3023 -0.0250
H -0.6651 2.1161 -0.3382
H -0.9157 0.0878 1.9121
H -2.4918 -0.6018 3.0771
H -3.8571 -2.2782 4.1989
H -5.4406 -3.6873 2.9155
H -5.6088 -3.3843 0.4510
H -4.1762 -1.7313 -0.6845
H -4.8571 0.9147 0.4008
H -6.0219 2.2775 -1.3036
H -4.8511 2.9175 -3.3927
H -2.5190 2.1519 -3.7693
H -1.4069 0.7015 -2.0839
H 1.8260 3.9886 2.5020
H 2.6240 6.2339 1.8561
H 2.8225 6.8449 -0.5393
H 2.1944 5.1842 -2.2747
H 1.4533 2.9112 -1.6002
H 3.6426 1.3133 1.4131
H 4.6858 0.6239 3.5529
H 3.2698 0.3119 5.5721
H 0.8395 0.7470 5.4251
H -0.1623 1.4843 3.3262
B 1.1914 -3.0899 4.1863
C 1.0008 -2.2952 2.8164
N 0.8550 -1.7258 1.8192
H 2.0675 -2.5402 4.8359
H 0.1272 -3.0654 4.7900
H 1.5075 -4.2403 3.9195
C -0.8844 -5.8255 -2.1202
C -0.3339 -5.2674 -3.2671
C 0.3182 -4.0397 -3.1955
C 0.4388 -3.3533 -1.9848
C -0.1300 -3.9262 -0.8414
C -0.7823 -5.1512 -0.9080
Si 1.3428 -1.7093 -1.8237
C 1.3682 -0.9602 -3.5551
C 0.1566 -0.7750 -4.2285
C 0.1011 -0.1164 -5.4509
C 1.2651 0.3805 -6.0265
C 2.4760 0.2095 -5.3721
C 2.5224 -0.4526 -4.1467
C 3.1264 -2.1310 -1.3849
C 3.7325 -1.5723 -0.2541
C 5.0382 -1.9083 0.0932
C 5.7644 -2.7995 -0.6879
C 5.1782 -3.3597 -1.8184
C 3.8725 -3.0278 -2.1555
H -1.3976 -6.7796 -2.1723
H -0.4162 -5.7854 -4.2167
H 0.7359 -3.6083 -4.1017
H -0.0740 -3.3971 0.1047
H -1.2230 -5.5723 -0.0120
H -0.7603 -1.1476 -3.7767
H -0.8509 0.0193 -5.9510
H 1.2246 0.9083 -6.9728
H 3.3869 0.5985 -5.8128
H 3.4748 -0.5752 -3.6396
H 3.1761 -0.8685 0.3555
H 5.4820 -1.4755 0.9831
H 6.7805 -3.0638 -0.4151
H 5.7370 -4.0604 -2.4295
H 3.4216 -3.4857 -3.0338

Cartesian forces (eV/Å) of the 3 atoms listed first:
Pd 0.4 -0.4 -1.8
C 0.0 0.0 0.1
C 0.0 0.0 -0.1



Record 4
C23H25N3O5S | ωB97M-V with the def2-TZVPD basis set

## Properties
highest occupied orbital energy = -8.1 eV
energy above the lowest of the compared OMol25 structures with the same formula, charge and spin = 55.7 kcal/mol
spin multiplicity = 1
SMILES string = O=C(CN(CCc1ccccc1)C(=O)CNS(=O)(=O)c1ccccc1)NCc1ccco1
electronic energy = -49799.86430 eV
orbital gap = 8.596 eV
LUMO = 0.45 eV

Cartesian coordinates (Å):
O 1.4016 -1.0122 3.7269
C 0.7752 -0.9760 2.6883
N 0.6450 0.1113 1.9133
H 0.0782 0.0935 1.0731
C 1.1700 1.4095 2.3042
C 2.5860 1.3407 2.7820
C 3.7392 0.9070 2.1932
C 4.7631 1.0814 3.1553
C 4.1564 1.6112 4.2503
O 2.8439 1.7739 4.0307
H 4.5355 1.9070 5.2082
H 5.8006 0.8433 3.0403
H 3.8578 0.5157 1.2033
H 0.5720 1.8270 3.1238
H 1.0824 2.0621 1.4318
C 0.0286 -2.2209 2.1845
N -0.0080 -2.3898 0.7466
C -1.1126 -1.9837 0.0972
O -2.1016 -1.5637 0.6834
C -1.1387 -2.0505 -1.4313
N -2.1455 -1.1264 -1.9119
S -1.6231 0.4747 -1.7037
O -1.1228 0.9358 -2.9612
O -0.7072 0.5466 -0.5892
C -3.1353 1.3310 -1.2951
C -3.7262 2.1516 -2.2355
C -4.9037 2.8054 -1.9104
C -5.4673 2.6288 -0.6559
C -4.8622 1.8012 0.2779
C -3.6846 1.1443 -0.0407
H -3.1920 0.4879 0.6602
H -5.3064 1.6675 1.2523
H -6.3846 3.1398 -0.4041
H -5.3799 3.4509 -2.6325
H -3.2505 2.2630 -3.1966
H -2.9881 -1.2482 -1.3577
H -0.1883 -1.7452 -1.8655
H -1.4007 -3.0589 -1.7668
C 1.1175 -3.0706 0.1419
H 1.4034 -3.8768 0.8263
H 0.8016 -3.5260 -0.7978
C 2.3477 -2.1777 -0.0974
C 2.2241 -1.3312 -1.3358
C 2.0989 0.0486 -1.2638
C 1.9648 0.8053 -2.4149
C 1.9520 0.1919 -3.6540
C 2.0906 -1.1833 -3.7393
C 2.2312 -1.9379 -2.5890
H 2.3483 -3.0113 -2.6617
H 2.0903 -1.6702 -4.7038
H 1.8322 0.7813 -4.5494
H 1.8580 1.8762 -2.3414
H 2.0985 0.5346 -0.3017
H 2.5080 -1.5519 0.7806
H 3.2128 -2.8376 -0.2048
H -1.0058 -2.1310 2.5336
H 0.4837 -3.0951 2.6564

Cartesian forces (eV/Å) of the 3 atoms listed first:
O 0.0 0.0 0.3
C -0.2 -0.5 -0.2
N 0.0 0.4 -0.3



Record 5
C5H13NO2 | ωB97M-V with the def2-TZVPD basis set

## Properties
highest occupied orbital energy = -9.7 eV
energy above the lowest of the compared OMol25 structures with the same formula, charge and spin = 39.2 kcal/mol
spin multiplicity = 1
SMILES string = CC(N)=O.C=C.CO
electronic energy = -10980.17728 eV
orbital gap = 10.476 eV
LUMO = 0.73 eV

Cartesian coordinates (Å):
C -0.9561 0.9459 -0.7142
C -0.5368 -1.7585 0.8773
C -2.4631 0.8724 -0.6848
N -0.4041 1.7979 0.1776
O -0.2712 0.3537 -1.5317
O -0.6534 -2.2863 -0.4170
H 1.6988 -0.2378 -1.1003
H -0.4391 -1.5928 -1.0606
H -0.9469 2.2687 0.8793
H 0.6017 1.8684 0.2111
H -1.4040 -1.1420 1.1412
H -0.4872 -2.6000 1.5649
H -2.8734 1.7759 -1.1415
H -2.8329 0.8105 0.3367
H -2.7969 0.0054 -1.2483
C 2.3675 -0.4956 -0.2459
C 2.9671 0.4387 0.4690
H 3.5781 0.2086 1.3296
H 2.5463 -1.5437 -0.0622
H 0.4345 -1.1802 0.9788
H 2.8712 1.4910 0.2410

Cartesian forces (eV/Å) of the 3 atoms listed first:
C -0.2 0.5 -0.1
C 1.2 0.5 0.1
C 0.0 -0.1 0.0



Record 6
C12H24N2O4Pm | ωB97M-V with the def2-TZVPD basis set

## Properties
highest occupied orbital energy (alpha / beta) = -20.1 / -20.1 eV
energy above the lowest of the compared OMol25 structures with the same formula, charge and spin = 19.3 kcal/mol
spin multiplicity = 5
electronic energy = -40532.26072 eV
orbital gap (alpha / beta) = 9.398 / 10.093 eV
total charge = +3
LUMO (alpha / beta) = -10.67 / -9.99 eV

Cartesian coordinates (Å):
Pm -0.2849 -0.0052 0.5555
C 2.6013 -2.6925 -3.2480
N 2.5573 -1.6706 -2.1914
C 3.8164 -1.0392 -1.7585
C 1.4502 -1.3321 -1.6145
O 1.4013 -0.4689 -0.6610
C 0.1339 -1.9945 -2.0295
O -0.9653 -1.3507 -1.3380
C -1.9793 -0.7534 -2.1864
C -2.3190 0.6470 -1.6706
O -1.7777 1.0118 -0.5590
N -3.1127 1.4079 -2.3520
C -3.3936 2.7906 -1.9447
C -3.7614 0.9794 -3.5972
H 3.6283 -3.0126 -3.3853
H 2.0136 -3.5701 -2.9809
H 2.2458 -2.2904 -4.1981
H 4.5947 -1.2649 -2.4787
H 3.6988 0.0396 -1.6892
H 4.1167 -1.4222 -0.7830
H -0.0022 -1.9354 -3.1084
H 0.1426 -3.0480 -1.7436
H -1.6173 -0.6737 -3.2115
H -2.8630 -1.3932 -2.1706
H -2.6979 3.1168 -1.1799
H -3.2997 3.4338 -2.8182
H -4.4132 2.8712 -1.5682
H -3.9228 -0.0948 -3.6325
H -4.7316 1.4658 -3.6644
H -3.1710 1.2928 -4.4602
C -1.7540 -0.7233 2.8555
C -1.6433 0.8413 2.9209
C -0.1268 1.0874 3.1525
O 0.5013 -0.0969 2.5861
C -0.2988 -1.1894 3.1155
H -2.1468 -1.0813 1.8786
H -2.4320 -1.1105 3.6099
H -2.2248 1.2412 3.7465
H -2.0263 1.3378 2.0122
H 0.1005 1.1290 4.2156
H 0.2923 1.9751 2.6725
H -0.1052 -1.2836 4.1824
H 0.0000 -2.1200 2.6269

Cartesian forces (eV/Å) of the 3 atoms listed first:
Pm 0.0 0.1 -0.6
C -0.1 -0.2 -0.3
N -0.1 0.1 0.2



Record 7
C4H8O | ωB97M-V with the def2-TZVPD basis set

## Properties
highest occupied orbital energy = -9.1 eV
energy above the lowest of the compared OMol25 structures with the same formula, charge and spin = 65.1 kcal/mol
spin multiplicity = 1
SMILES string = C=CC.C=O
electronic energy = -6322.34328 eV
orbital gap = 9.403 eV
LUMO = 0.30 eV

Cartesian coordinates (Å):
O 0.7620 -2.1266 -1.5184
C 0.2371 -1.8898 -2.6397
H 0.0715 -2.7257 -3.4128
H 0.1753 -0.8551 -3.1163
C 0.8294 1.6115 1.1021
C -0.1106 0.3780 1.1035
C -1.4412 0.2921 1.4524
H 0.8530 2.0525 2.0843
H 0.4607 2.2991 0.4138
H 1.7623 1.1417 0.6686
H 0.2682 -0.6675 0.5976
H -2.0547 -0.5627 1.1427
H -1.8131 1.0523 2.1222

Cartesian forces (eV/Å) of the 3 atoms listed first:
O -2.4 1.0 -4.0
C 2.9 -1.0 1.7
H -0.2 0.7 1.3



Record 8
C33H55CaN6O7S2SbSi3 | ωB97M-V with the def2-TZVPD basis set

## Properties
highest occupied orbital energy = -2.7 eV
energy above the lowest of the compared OMol25 structures with the same formula, charge and spin = 0.0 kcal/mol
spin multiplicity = 1
electronic energy = -128676.64025 eV
orbital gap = 6.499 eV
total charge = -2
LUMO = 3.84 eV

Cartesian coordinates (Å):
Ca 0.1900 -0.1370 1.2496
N -2.4910 -1.4937 -1.2048
N -3.1667 -0.3112 -0.8044
C -2.3804 0.7427 -0.2662
O -3.0053 1.6659 0.2640
O -1.1140 0.6349 -0.3795
H -3.1551 -2.0318 -1.7475
H -2.2337 -2.0603 -0.3988
H -3.9423 -0.4777 -0.1728
C -2.7243 -5.2595 7.5725
C -2.7031 -4.5498 6.2442
C -1.5762 -4.6140 5.4243
C -1.5517 -3.9718 4.2001
C -2.6599 -3.2559 3.7648
C -3.7879 -3.1879 4.5636
C -3.8029 -3.8304 5.7975
S -2.5688 -2.3537 2.2182
O -3.9616 -2.1059 1.8776
O -1.8379 -3.2293 1.3007
N -1.7058 -1.1031 2.4824
C -2.2600 -0.0844 3.3747
C -1.1542 0.8142 3.9631
O -1.4269 1.4603 4.9755
O -0.0404 0.8355 3.3263
H -1.7952 -5.0964 8.1216
H -2.8421 -6.3383 7.4409
H -3.5496 -4.9075 8.1922
H -0.7056 -5.1713 5.7564
H -0.6790 -4.0235 3.5639
H -4.6443 -2.6313 4.2072
H -4.6849 -3.7628 6.4257
H -2.8073 -0.5078 4.2243
H -2.9584 0.5731 2.8423
C 4.1607 -0.8061 0.9269
C 3.6030 0.6184 0.9627
C 4.0821 1.3436 2.2216
O 2.2207 0.6105 0.8946
H 5.2550 -0.8120 0.8869
H 3.7723 -1.3289 0.0496
H 3.8437 -1.3557 1.8193
H 4.0173 1.1553 0.0886
H 3.6772 0.8417 3.1054
H 3.7150 2.3716 2.2268
H 5.1752 1.3622 2.2891
C -1.3245 0.7553 -3.6305
Si 0.1930 -0.0552 -4.3350
C 1.1461 1.2723 -5.2608
C -0.3141 -1.3968 -5.5607
Sb 1.6371 -1.0129 -2.4284
Si 3.8180 -1.0937 -3.7651
C 4.6289 0.5947 -3.7589
C 5.0431 -2.2983 -2.9846
C 3.6543 -1.6411 -5.5674
Si 1.2638 -3.5448 -2.5702
C -0.4566 -4.0023 -1.9797
C 1.5093 -4.4270 -4.2231
C 2.5183 -4.3263 -1.3883
H -1.9061 1.2174 -4.4362
H -1.0404 1.5280 -2.9133
H -1.9528 0.0420 -3.0980
H 0.4650 1.7216 -5.9926
H 2.0217 0.9039 -5.7956
H 1.4664 2.0501 -4.5624
H -0.9496 -0.9603 -6.3387
H -0.8803 -2.1869 -5.0625
H 0.5604 -1.8428 -6.0387
H 4.7941 0.9371 -2.7358
H 4.0038 1.3453 -4.2443
H 5.5912 0.5426 -4.2802
H 5.1192 -2.1572 -1.9049
H 6.0308 -2.1240 -3.4238
H 4.7655 -3.3363 -3.1750
H 3.0133 -0.9697 -6.1390
H 3.2496 -2.6493 -5.6536
H 4.6491 -1.6297 -6.0273
H -1.2197 -3.5824 -2.6383
H -0.6775 -3.6477 -0.9714
H -0.5493 -5.0938 -1.9857
H 0.8880 -4.0043 -5.0135
H 1.2284 -5.4775 -4.0894
H 2.5508 -4.3980 -4.5464
H 2.7536 -3.6686 -0.5491
H 3.4578 -4.5469 -1.8971
H 2.1260 -5.2680 -0.9905
N 1.9751 -7.0012 1.8429
C 1.8645 -5.9147 2.2027
C 1.7573 -4.5609 2.6654
C 2.1732 -4.2206 3.9508
C 2.0322 -2.9101 4.3624
C 1.5057 -1.9834 3.4725
N 1.1323 -2.3072 2.2333
C 1.2295 -3.5678 1.8408
H 2.5829 -4.9789 4.6052
H 2.3181 -2.5995 5.3574
H 1.3531 -0.9447 3.7570
H 0.8655 -3.8068 0.8511
S 2.6391 3.0133 -2.2514
C 1.3300 3.4332 -1.2493
N 1.1946 2.8593 -0.0262
C 0.1919 3.1417 0.8291
C -0.7837 4.0405 0.5126
C -0.7094 4.6449 -0.7485
C 0.3235 4.3632 -1.6039
H 1.7903 2.0195 0.2405
H 0.2097 2.6043 1.7723
H -1.6158 4.1938 1.1803
H -1.4868 5.3340 -1.0584
H 0.3930 4.8202 -2.5805

Cartesian forces (eV/Å) of the 3 atoms listed first:
Ca -0.1 -0.2 0.0
N 0.0 0.0 -0.1
N 0.0 0.1 0.1



Record 9
C25H39N5O4S2 | ωB97M-V with the def2-TZVPD basis set

## Properties
highest occupied orbital energy = -7.8 eV
spin multiplicity = 1
SMILES string = CC[C@H]1CCCCN1CCCNC(=O)Cn1cnc2sc(C)c(S(=O)(=O)N3CCC(C)CC3)c2c1=O
electronic energy = -63870.50082 eV
orbital gap = 7.878 eV
LUMO = 0.06 eV

Cartesian coordinates (Å):
C 3.5392 -3.6158 -0.4946
H 3.0575 -3.3549 -1.4344
H 3.9416 -4.6228 -0.5812
H 4.3568 -2.9212 -0.3241
C 2.5441 -3.5301 0.6555
H 3.0245 -3.8698 1.5724
H 1.6975 -4.1923 0.4611
C 2.0093 -2.1006 0.8288
N 3.1052 -1.1669 1.0414
C 2.8723 0.1858 0.5630
H 1.8407 0.3107 0.2214
C 3.8621 0.4892 -0.5733
H 4.8748 0.3701 -0.1857
C 3.7073 1.8976 -1.1329
N 2.5283 1.9915 -1.9681
C 2.4424 2.8301 -3.0035
O 3.3193 3.5807 -3.3754
C 1.0715 2.7782 -3.7209
N 0.0366 3.3440 -2.8792
C -0.3097 4.6447 -2.9933
N -1.1977 5.2433 -2.2766
C -1.7792 4.4973 -1.3206
C -1.4966 3.1559 -1.0785
C -2.2221 2.6427 0.0330
C -3.0462 3.5632 0.6005
C -3.9615 3.4237 1.7581
H -3.8341 2.4408 2.2036
H -3.7496 4.1911 2.5009
H -4.9963 3.5483 1.4392
S -2.9578 5.1113 -0.2197
S -1.9164 0.9754 0.6215
O -0.5061 0.8200 0.8064
O -2.7421 0.7466 1.7793
N -2.4297 0.1017 -0.6928
C -3.8680 0.0151 -0.8087
C -4.4573 -1.1090 0.0439
H -4.2985 -0.8637 1.0950
H -5.5311 -1.1783 -0.1405
C -3.7717 -2.4393 -0.2756
C -4.3222 -3.5601 0.6008
H -3.8364 -4.5039 0.3638
H -5.3927 -3.6756 0.4474
H -4.1474 -3.3372 1.6508
C -2.2638 -2.2725 -0.0744
C -1.7351 -1.1404 -0.9508
H -1.8634 -1.3769 -2.0121
H -0.6813 -0.9455 -0.7587
H -1.7404 -3.1987 -0.3186
H -2.0661 -2.0255 0.9708
H -3.9588 -2.6886 -1.3278
H -4.1036 -0.1455 -1.8669
H -4.2745 0.9819 -0.5028
C -0.5467 2.4877 -1.9237
O -0.2210 1.3146 -1.8921
H 0.2005 5.2229 -3.7506
H 1.1441 3.3505 -4.6459
H 0.8086 1.7387 -3.9324
H 1.7313 1.4192 -1.7134
H 3.6357 2.6192 -0.3091
H 4.5638 2.1764 -1.7531
H 3.7262 -0.2413 -1.3717
H 3.0276 0.9150 1.3655
C 3.6695 -1.2419 2.3734
C 2.6294 -1.0523 3.4827
C 1.5397 -2.1074 3.3269
C 0.9352 -2.0099 1.9286
H 0.4257 -1.0487 1.8304
H 0.1993 -2.8029 1.7817
H 1.9671 -3.1007 3.4848
H 0.7584 -1.9586 4.0760
H 2.1812 -0.0598 3.3983
H 3.1090 -1.1311 4.4605
H 4.1409 -2.2225 2.4893
H 4.4580 -0.4893 2.4520
H 1.5427 -1.8239 -0.1244

Cartesian forces (eV/Å) of the 3 atoms listed first:
C -0.1 -0.1 0.2
H 0.0 0.0 -0.2
H 0.1 -0.1 -0.1



Question: Which of these has the highest electronic energy?
Answer: C4H8O